Computed, not measured: 12 unconnected molecules or ions with the total composition C41H112N16O12 in a non-equilibrium geometry, with the ωB97M-V functional and the def2-TZVPD basis.

The geometry in XYZ format:
```
181
Properties=species:S:1:pos:R:3:forces:R:3
C 5.54738 1.61525 -0.45889 1.113 -0.896 0.893
C 4.65523 2.79777 -0.63557 1.111 1.821 0.561
C 4.92889 3.49743 -1.98927 0.442 -1.439 -1.218
C 3.25601 2.25240 -0.54606 -1.971 2.231 1.354
C 2.78403 1.92602 0.97349 0.440 -0.717 -3.448
C 2.84764 3.17814 1.78261 0.929 1.194 -0.144
C 4.27460 3.90103 1.73687 -0.398 -0.519 0.872
C 4.16498 5.43096 2.21283 0.553 -1.172 -0.803
C 5.05442 3.00384 2.68583 0.755 0.035 1.286
N 4.91325 3.86662 0.43158 -3.399 -1.083 -1.687
O 6.18963 4.39422 0.40249 0.403 0.088 0.379
H 5.40449 1.19636 0.53721 -0.008 0.093 0.179
H 5.27029 0.78222 -1.10494 0.256 0.200 -0.474
H 6.60867 1.85984 -0.50305 0.042 -0.062 -0.367
H 4.11003 3.96435 -2.53656 -0.343 0.229 0.658
H 5.82315 4.10313 -2.13595 -0.111 0.424 1.053
H 5.23444 2.69260 -2.65785 -0.295 -0.473 -0.334
H 2.63914 3.11342 -0.80341 -0.433 0.396 0.055
H 2.99278 1.60864 -1.38533 0.465 -0.809 0.586
H 1.74667 1.59741 0.91021 -0.040 -0.186 0.043
H 3.38495 1.06175 1.25641 -0.043 0.292 0.610
H 2.61451 2.92578 2.81704 0.262 0.196 0.235
H 2.04709 3.85712 1.48900 0.016 0.094 -0.381
H 5.14542 5.90722 2.21512 0.307 -0.316 0.445
H 3.71949 5.56888 3.19803 -0.090 -0.183 -0.105
H 3.66040 6.02974 1.45456 -0.634 -0.302 0.016
H 4.88244 1.94041 2.51963 -0.334 0.044 -0.228
H 4.72122 3.20106 3.70475 0.156 -0.012 0.249
H 6.14146 3.07906 2.65761 0.028 0.552 -0.120
H 5.94361 5.32076 0.35164 0.753 0.367 -0.276
C -1.65310 -8.86664 0.18648 -0.058 0.795 -2.216
O -1.88635 -7.68014 -0.59198 -1.366 0.362 1.556
C -1.95282 -6.57027 0.33603 0.951 -0.365 -0.665
C -2.38418 -5.35840 -0.44554 1.446 1.119 1.034
C -2.24638 -4.04135 0.32948 1.674 0.181 0.447
N -3.71196 -5.41164 -0.90432 -1.737 -0.736 -0.348
H -0.63078 -8.71869 0.53446 -0.056 -0.830 0.693
H -1.74907 -9.61661 -0.59865 0.437 -0.568 0.480
H -2.43660 -9.03594 0.92510 0.274 0.124 0.336
H -2.53316 -6.75219 1.24058 -0.808 -0.333 -0.223
H -0.93611 -6.51576 0.72520 0.299 0.798 0.073
H -1.73608 -5.36133 -1.32192 0.677 0.315 0.053
H -2.69836 -3.16561 -0.13622 -0.204 -0.331 -0.235
H -1.19128 -3.79807 0.45472 0.423 0.104 -0.461
H -2.50332 -4.04596 1.38875 -0.930 -0.469 -0.192
H -3.71700 -4.77067 -1.68484 -0.676 0.047 -0.223
H -3.85982 -6.34466 -1.26171 -0.347 -0.125 -0.382
C 3.27514 -4.86909 -5.40972 -1.480 0.443 -0.496
O 2.58590 -3.58533 -5.25408 1.067 -1.197 1.093
C 3.15415 -2.85513 -4.15496 -0.152 0.487 -0.150
C 2.23587 -1.65309 -3.79955 2.230 -0.106 -0.467
C 2.87749 -0.62518 -2.83048 -0.192 -0.647 -1.120
N 1.00093 -2.06446 -3.19800 0.179 -0.064 -0.299
H 4.21491 -4.84837 -5.96154 0.181 0.615 0.120
H 2.58495 -5.45815 -6.01366 0.053 -0.099 0.025
H 3.42017 -5.40018 -4.46898 -0.033 0.260 0.216
H 3.32731 -3.43253 -3.24682 -0.476 -0.621 0.029
H 4.17095 -2.60753 -4.45979 0.117 0.829 -0.050
H 2.06920 -1.14720 -4.75056 0.016 0.200 -0.232
H 2.93838 -1.00826 -1.81182 0.143 0.010 -0.037
H 2.19475 0.22421 -2.85244 0.095 0.223 0.235
H 3.83691 -0.30185 -3.23431 0.115 0.072 0.287
H 0.65505 -1.17011 -2.88083 -1.182 -0.310 0.270
H 0.42557 -2.42593 -3.94527 -0.510 -0.063 0.331
C -1.22300 6.37240 3.99487 0.574 -1.406 -1.621
O -1.73048 5.50350 2.94982 -0.200 1.418 -1.423
C -0.83658 5.17368 1.81397 0.231 -1.590 2.220
C -1.60228 4.48505 0.73372 -1.093 -1.473 0.671
C -0.92378 3.42538 -0.12980 0.212 0.188 0.631
N -2.21680 5.42218 -0.11914 -0.250 2.024 -1.487
H -0.64521 7.19204 3.56775 -0.325 0.388 0.021
H -0.49608 5.75662 4.52451 -0.070 0.178 0.753
H -2.08080 6.69082 4.58723 0.303 -0.031 -0.003
H -0.18725 5.91463 1.34764 -0.211 0.832 0.541
H -0.22951 4.42630 2.32484 0.811 -0.142 -0.504
H -2.46860 4.00613 1.19004 0.414 -0.800 0.916
H -1.69120 3.16204 -0.85768 0.243 -0.268 -0.238
H -0.64566 2.53280 0.43060 -0.095 0.000 0.065
H -0.02727 3.80156 -0.62261 0.008 0.166 -0.164
H -2.45658 6.23499 0.43035 -0.383 0.204 -0.146
H -3.06584 5.00976 -0.47847 -0.143 0.277 -0.291
C -6.59887 1.86759 -5.35125 -0.382 -1.923 -0.009
O -6.93601 2.74555 -4.30898 0.478 0.567 -1.257
C -5.85779 3.06826 -3.48317 -0.228 -0.910 3.517
C -5.53758 1.94155 -2.38571 0.405 0.669 -1.143
C -6.71847 1.39384 -1.63852 -0.567 -0.606 -0.506
N -4.53501 2.41534 -1.44603 0.605 0.964 -0.184
H -5.79249 2.09562 -6.04827 0.295 0.806 0.363
H -7.44684 1.59847 -5.98105 -0.446 0.740 0.167
H -6.37360 0.89475 -4.91429 0.491 -0.238 0.094
H -4.88130 3.34882 -3.87797 -0.249 0.100 -0.818
H -6.23563 3.84900 -2.82303 0.100 0.663 -0.383
H -5.02685 1.16477 -2.95480 -0.273 -0.445 0.092
H -7.57673 1.15539 -2.26670 0.053 -0.096 -0.244
H -7.10222 2.07591 -0.87984 0.272 0.070 0.168
H -6.34719 0.46411 -1.20741 -0.376 0.016 0.463
H -4.11424 1.67980 -0.89646 0.145 -0.473 -0.193
H -4.90855 3.03411 -0.74056 -0.464 0.310 -0.138
C 1.75409 5.91425 -4.46899 0.730 1.828 0.669
O 1.27298 4.70035 -4.78130 -1.723 -4.253 -1.075
C 0.97185 3.73393 -3.71420 1.268 0.514 -0.067
C 0.40634 2.33405 -4.20427 0.842 1.092 -0.768
C 1.31864 1.66857 -5.21939 0.915 -0.418 0.981
N -0.84488 2.40636 -4.97148 0.664 1.717 0.767
H 2.76738 5.86327 -4.07056 0.087 0.057 0.747
H 1.04191 6.45139 -3.84259 0.254 0.279 0.550
H 1.89256 6.53323 -5.35543 -0.353 -0.289 -0.398
H 1.90325 3.49544 -3.20066 0.544 -0.241 -0.171
H 0.48597 4.28500 -2.90901 -1.155 -0.234 -0.152
H 0.24308 1.64511 -3.37554 0.330 0.358 0.513
H 1.24613 2.04075 -6.24131 -0.173 0.254 0.144
H 0.96285 0.63867 -5.19097 0.658 -0.212 -0.420
H 2.35854 1.77891 -4.91194 0.125 -0.502 -0.078
H -0.39094 2.83042 -5.76786 -1.130 0.169 -1.084
H -1.19781 3.22792 -4.50181 -1.512 0.355 -0.236
C -7.32763 -2.52012 5.31426 0.368 -0.292 -0.393
O -6.03333 -2.55784 4.73918 0.842 0.084 -0.340
C -5.02647 -1.95546 5.52236 -0.108 0.883 1.456
C -3.61176 -2.11240 4.97000 -0.387 -2.730 2.282
C -2.48522 -1.37408 5.68273 1.314 -0.482 0.825
N -3.56747 -1.64934 3.66885 -0.165 1.997 -2.248
H -7.28522 -3.02048 6.28170 -0.329 -0.059 0.112
H -7.95900 -3.04975 4.60083 -0.070 -0.118 0.288
H -7.73526 -1.51512 5.42346 0.223 0.257 0.083
H -5.20730 -0.88435 5.61255 -0.211 0.582 -0.300
H -5.09697 -2.26362 6.56551 0.096 -0.621 0.197
H -3.45442 -3.18377 4.84544 0.435 -0.400 1.132
H -2.53051 -0.28578 5.72354 -0.880 0.142 -0.036
H -1.56300 -1.50906 5.11757 -0.091 -0.245 -0.366
H -2.13790 -1.69460 6.66494 -0.736 -0.258 0.241
H -3.56563 -0.69195 3.99056 -0.051 1.347 -1.903
H -4.49807 -1.80747 3.30958 -0.177 0.004 -0.868
C 2.06844 -0.75067 3.16288 0.637 -0.145 1.373
O 2.28502 -2.17078 3.34227 0.323 0.971 -0.310
C 3.29583 -2.54332 4.28861 0.254 -0.658 0.124
C 4.61669 -1.75978 4.33784 0.824 0.498 -0.405
C 5.56385 -1.57402 3.06423 -1.602 -0.387 1.988
N 5.39408 -2.33592 5.46512 -0.254 0.084 -0.115
H 1.15503 -0.49561 2.62555 -0.056 -0.679 0.073
H 2.87383 -0.20209 2.67450 0.214 -0.555 -0.236
H 2.04636 -0.35384 4.17784 -0.454 0.429 0.098
H 2.92102 -2.51517 5.31175 -0.362 0.534 0.121
H 3.48375 -3.61287 4.19450 -0.029 -0.100 -0.705
H 4.24786 -0.76764 4.59808 0.591 0.325 0.311
H 5.88072 -2.56834 2.74954 -0.076 0.177 -0.537
H 6.42325 -1.03782 3.46675 0.035 0.117 -0.335
H 5.02169 -0.96904 2.33749 0.348 -0.332 -0.433
H 5.87483 -1.65651 6.03728 -0.376 0.456 -0.012
H 6.16136 -2.90066 5.12980 -0.158 -0.360 -0.348
N -1.52713 -0.91029 1.01351 -0.959 -3.023 4.926
C -1.85122 -0.15549 0.03766 -1.426 2.376 -2.585
N -0.71679 0.09475 -0.58801 1.476 1.868 -2.947
O -2.94091 0.33645 -0.32311 0.548 -0.803 0.954
H -0.59149 -1.29035 0.99818 -0.294 -0.454 0.404
H -2.19557 -1.17623 1.72243 0.092 -0.256 -0.044
H 0.15437 -0.22767 -0.19146 0.151 0.139 -0.837
H -0.82657 0.65221 -1.42304 0.612 -0.114 0.101
N -2.43315 0.69314 -3.35013 -1.899 4.743 3.548
C -2.20634 -0.51642 -3.58956 -0.838 -6.954 -2.526
N -1.46607 -0.63737 -4.73120 0.978 -1.360 -0.392
O -2.75493 -1.54836 -3.08406 1.532 2.335 -0.307
H -3.02744 0.78116 -2.53823 0.074 0.912 0.186
H -2.05187 1.46238 -3.88208 -0.259 -0.207 -0.010
H -1.27644 -1.59568 -4.98776 0.131 0.486 -0.351
H -1.03757 0.17435 -5.15263 -0.114 -0.373 -0.157
N -0.69242 -3.28548 3.39972 0.826 2.710 -0.394
C -0.73637 -4.61270 3.32928 2.292 1.516 0.288
N -1.87187 -5.07700 3.65746 -6.019 -1.657 1.145
O 0.18090 -5.33377 3.13336 3.934 -2.010 -1.077
H -1.52927 -2.73070 3.50917 0.122 -0.024 -0.148
H 0.17013 -2.81255 3.17076 -0.092 -0.173 0.031
H -2.01876 -6.07410 3.59178 -0.143 0.347 -0.187
H -2.59803 -4.41818 3.41508 -0.784 -0.866 0.337
N 2.16269 -3.65682 1.10480 1.138 -1.194 4.335
C 1.82274 -2.91493 0.10004 0.625 -3.115 0.221
N 1.96890 -3.60077 -0.98801 0.379 -0.834 -3.964
O 1.36250 -1.82319 0.16033 -1.695 4.762 0.546
H 2.13956 -3.21431 2.01241 0.122 -0.372 0.171
H 2.41775 -4.63120 1.02994 -0.308 0.423 0.042
H 2.54790 -4.42829 -0.99556 -0.348 0.380 -0.362
H 1.67104 -3.07504 -1.79733 -0.144 -0.530 -0.988
```
Positions in Å, forces in eV/Å.

The structure (SMILES) is CC1(C)CCCC(C)(C)N1O.COC[C@H](C)N.COC[C@H](C)N.COC[C@H](C)N.COC[C@H](C)N.COC[C@H](C)N.COC[C@H](C)N.COC[C@H](C)N.NC(N)=O.NC(N)=O.NC(N)=O.NC(N)=O. As for the electronic energy: -3408.0525 a.u. The calculation puts the HOMO energy at -8.05 eV. For the LUMO energy, the calculation gives 0.344 eV.

Results of the Mulliken charge analysis, in e, for atoms 1 through 6: -1.41 1.77 -1.77 -0.40 1.28 -1.63